Entry 1:
Below is an isolated molecule of C4H10O2, with properties calculated with wB97M-V/def2-TZVPD.

The geometry in XYZ format:
```
16
Properties=species:S:1:pos:R:3:forces:R:3
H 1.636 0.033 1.621 0.2 -0.1 0.0
H -1.602 0.294 -1.475 0.2 0.0 0.0
H -0.236 1.393 -1.739 0.0 -0.2 0.0
H -1.175 -1.160 1.844 0.0 0.1 -0.1
H -1.855 0.453 2.206 0.1 -0.1 -0.1
H 0.001 -1.267 -0.208 0.0 0.1 0.0
H 2.162 -0.480 -1.077 -0.1 0.1 0.1
O -0.353 0.470 0.849 0.0 0.0 0.0
O 2.214 -0.348 0.944 0.0 0.1 0.2
H 1.840 1.154 -0.449 0.0 -0.2 0.1
C 0.162 -0.181 -0.310 0.1 -0.1 -0.1
C -1.462 -0.188 1.414 -0.3 -0.1 0.1
H -0.224 -0.239 -2.448 0.0 0.1 0.1
C -0.512 0.346 -1.569 0.0 0.0 0.0
C 1.663 0.078 -0.278 -0.1 0.1 -0.4
H -2.259 -0.358 0.676 0.1 0.0 0.1
```
Forces are in eV/Å.

Results
SMILES string = CO[C@@H](C)CO
Lowest unoccupied orbital energy = 1.03 eV
Highest occupied orbital energy = -10.0 eV
Maximum force = 0.38 eV Å⁻¹

Entry 2:
Below is an isolated molecule of C4H10O2, with properties calculated with wB97M-V/def2-TZVPD.

The geometry in XYZ format:
```
16
Properties=species:S:1:pos:R:3:forces:R:3
H -1.014 0.102 -1.376 0.1 0.3 0.1
O 0.867 -1.980 0.847 0.1 -0.1 -0.2
C -0.459 1.566 0.673 0.0 0.1 0.1
C -0.027 -0.909 1.036 -0.3 0.3 0.1
H 1.021 -2.030 -0.110 0.0 0.0 0.2
C 0.348 0.347 0.239 0.1 0.0 0.0
H 0.441 0.991 -1.848 0.1 0.0 0.2
H -0.176 2.447 0.086 0.0 -0.1 0.1
H -0.015 -0.678 2.108 0.0 0.0 -0.1
C 0.076 0.156 -1.242 -0.2 0.3 0.1
H -0.308 1.796 1.731 0.0 0.0 -0.1
H -1.067 -1.197 0.784 0.2 0.0 0.0
H 1.421 0.521 0.396 -0.1 0.0 0.0
H -0.190 -1.468 -2.074 0.3 -0.8 -0.4
H -1.532 1.393 0.511 0.2 0.0 0.1
O 0.615 -1.058 -1.759 -0.2 -0.1 -0.1
```
Forces are in eV/Å.

Results
SMILES string = CC(CO)CO
Lowest unoccupied orbital energy = 0.78 eV
Highest occupied orbital energy = -10.0 eV
Maximum force = 0.94 eV Å⁻¹

Entry 3:
Below is an isolated molecule of C4H10O2, with properties calculated with wB97M-V/def2-TZVPD.

The geometry in XYZ format:
```
16
Properties=species:S:1:pos:R:3:forces:R:3
H 2.893 -0.232 0.539 -0.2 -0.1 -0.3
H 1.326 -1.363 -0.576 0.1 0.1 -0.1
O 0.023 -0.355 1.535 -0.2 -0.1 -0.1
H 1.284 0.198 -1.482 -0.3 -0.2 0.1
H -1.080 -2.077 -0.272 0.2 0.2 0.1
C -1.342 -1.016 -0.330 0.0 0.0 -0.1
O 2.119 0.318 0.377 0.5 0.3 0.1
H 0.941 -0.032 1.595 -0.2 -0.1 0.7
C -0.230 -0.074 0.170 -0.2 0.0 -0.4
H -0.995 1.617 -1.007 0.1 -0.1 0.1
C -0.709 1.375 0.024 0.1 0.1 0.0
C 1.169 -0.282 -0.502 -0.6 -0.2 -0.2
H -1.583 1.542 0.664 0.2 -0.1 -0.1
H 0.083 2.061 0.337 -0.1 0.0 0.0
H -2.240 -0.880 0.288 0.3 0.1 0.0
H -1.657 -0.800 -1.360 0.3 0.1 0.1
```
Forces are in eV/Å.

Results
SMILES string = CC(C)(O)CO
Lowest unoccupied orbital energy = 0.71 eV
Highest occupied orbital energy = -9.9 eV
Maximum force = 0.75 eV Å⁻¹

Entry 4:
Below is an isolated molecule of C4H10O2, with properties calculated with wB97M-V/def2-TZVPD.

The geometry in XYZ format:
```
16
Properties=species:S:1:pos:R:3:forces:R:3
H -0.019 1.596 -0.219 -0.1 -0.1 0.0
C 0.202 -0.547 -0.213 -0.2 0.0 0.1
H -0.392 -1.431 -0.499 0.1 0.1 0.0
H -0.762 0.777 -1.601 0.0 0.0 0.1
H -1.144 1.317 1.973 -0.1 0.0 -0.1
H 0.403 -0.626 0.869 0.0 0.0 -0.1
H 2.437 -1.788 0.306 -0.1 0.1 -0.1
O -1.854 0.664 0.120 0.0 0.0 0.0
H -1.924 2.563 0.964 0.0 -0.1 0.0
H 1.742 -2.517 -1.169 0.0 0.2 0.1
H -2.910 1.289 1.725 0.1 0.0 0.0
O 1.405 -0.476 -0.936 0.0 0.1 0.0
C 2.214 -1.610 -0.758 0.2 -0.2 0.0
C -1.951 1.500 1.247 -0.1 0.2 0.3
C -0.597 0.712 -0.520 0.2 0.0 -0.1
H 3.151 -1.424 -1.287 -0.1 -0.1 0.1
```
Forces are in eV/Å.

Results
SMILES string = COCCOC
Lowest unoccupied orbital energy = 1.06 eV
Highest occupied orbital energy = -9.8 eV
Maximum force = 0.31 eV Å⁻¹

Entry 5:
Below is a cluster of 2 separate species, C4H10O2 in total at a distorted geometry, with properties calculated with wB97M-V/def2-TZVPD.

The geometry in XYZ format:
```
16
Properties=species:S:1:pos:R:3:forces:R:3
O -0.373 2.435 2.147 0.2 -0.8 -0.6
H -2.230 -0.478 -2.086 -0.8 0.2 0.8
O -2.664 -0.604 -1.214 -1.6 1.6 -0.1
H -0.414 -1.327 -0.706 -0.2 0.5 0.5
C 0.724 0.474 1.223 0.6 -2.9 3.0
C -0.148 1.682 1.227 0.2 0.8 -0.6
H 0.043 -0.396 1.580 0.7 1.4 -0.2
C 1.311 -0.060 -0.070 -1.0 2.2 -2.6
H 0.855 -1.397 -1.753 1.2 -0.7 -1.0
H -3.445 0.063 -1.107 2.4 -1.8 -0.7
H 1.570 0.474 2.062 -1.9 0.5 -1.6
H 2.358 -0.049 0.060 1.4 -1.2 0.3
H 0.951 -2.125 0.005 0.1 -0.5 -1.2
H 1.343 0.776 -0.843 -0.8 -0.6 0.6
C 0.674 -1.338 -0.717 -0.2 1.2 2.8
H -0.555 1.868 0.192 -0.2 0.1 0.5
```
Forces are in eV/Å.

Results
SMILES string = CCCC=O.O
Lowest unoccupied orbital energy = 0.58 eV
Highest occupied orbital energy = -9.8 eV
Maximum force = 4.22 eV Å⁻¹

Entry 6:
Below is a cluster of 2 separate species, C4H10O2 in total at a distorted geometry, with properties calculated with wB97M-V/def2-TZVPD.

The geometry in XYZ format:
```
16
Properties=species:S:1:pos:R:3:forces:R:3
C -1.221 0.369 0.245 0.0 0.1 0.1
O 2.781 -0.428 -0.708 -1.3 0.4 -0.6
C -2.185 -0.743 -0.155 0.0 0.0 0.0
H -3.221 -0.447 0.043 0.2 0.0 0.0
H 1.797 1.624 -0.168 0.0 0.1 -0.2
H -2.075 -0.958 -1.221 0.0 0.0 0.2
H 1.865 -0.533 -1.391 0.7 0.8 1.2
H 1.296 0.946 1.468 0.2 -0.3 -0.3
C 1.230 0.889 0.377 -0.1 -0.3 -0.4
C 0.229 0.015 -0.229 0.2 -0.1 0.2
H 0.492 -0.873 0.423 -0.1 -0.2 0.1
H -1.503 1.306 -0.247 0.0 -0.1 0.1
H 3.408 0.227 -1.072 -0.6 -0.5 0.0
O 0.374 -0.267 -1.518 0.8 0.0 0.0
H -1.243 0.538 1.331 0.0 0.0 -0.2
H -1.983 -1.664 0.406 0.0 0.2 -0.1
```
Forces are in eV/Å.

Results
Lowest unoccupied orbital energy (spin up / spin down) = -1.28 / -1.28 eV
Highest occupied orbital energy (spin up / spin down) = -8.8 / -8.8 eV
Maximum force = 1.60 eV Å⁻¹